No. 1
{
  "formula": "C5H6N2",
  "method": "wB97M-V/def2-TZVPD",
  "gap_ha": 0.359,
  "relative_energy_kcal_mol": 35.12,
  "e_homo_ev": -8.777,
  "symbols": ["H", "H", "C", "H", "H", "N", "N", "H", "C", "C", "C", "H", "C"],
  "xyz": [[-1.87, 1.33, 1.08], [1.55, -2.09, 0.06], [1.29, -1.04, 0.05], [-1.61, 1.61, -0.67], [-1.25, -0.81, -1.08], [0.09, -0.55, 0.52], [1.29, 1.24, -0.14], [-2.02, -1.16, 0.51], [2.02, 0.06, -0.28], [-1.30, -0.53, -0.02], [0.16, 0.81, 0.34], [3.04, 0.10, -0.64], [-1.33, 1.01, 0.19]],
  "lowdin_charge": [0.11, 0.10, -0.09, 0.11, 0.12, -0.03, 0.11, 0.11, -0.14, -0.09, -0.36, 0.09, -0.05]
}

No. 2
{
  "formula": "C5H6N2",
  "method": "wB97M-V/def2-TZVPD",
  "smiles": "C=C=NN1C=C1C",
  "gap_ha": 0.325,
  "relative_energy_kcal_mol": 142.98,
  "e_homo_ev": -7.912,
  "symbols": ["N", "H", "C", "C", "C", "H", "N", "C", "C", "H", "H", "H", "H"],
  "xyz": [[-0.05, 1.02, 0.80], [3.50, 0.23, -1.04], [-0.59, 1.47, -0.48], [-2.22, -0.45, 0.57], [-1.27, 0.55, 0.13], [-2.39, -0.48, 1.74], [1.00, -0.01, 0.61], [3.39, 0.03, -0.03], [2.16, 0.11, 0.38], [-3.09, -0.50, 0.01], [-1.89, -1.52, 0.30], [4.12, -0.29, 0.60], [-0.29, 2.17, -1.29]],
  "lowdin_charge": [-0.04, 0.03, 0.01, -0.05, -0.26, 0.13, 0.08, 0.01, -0.21, 0.04, 0.11, 0.01, 0.12]
}

No. 3
{
  "formula": "C5H6N2",
  "method": "wB97M-V/def2-TZVPD",
  "gap_ha": 0.318,
  "relative_energy_kcal_mol": 109.15,
  "e_homo_ev": -8.149,
  "symbols": ["H", "H", "N", "C", "H", "H", "C", "H", "N", "C", "H", "C", "C"],
  "xyz": [[1.63, -1.17, -1.11], [-1.36, -0.16, 1.87], [-1.02, -0.08, -1.38], [1.03, 0.86, -0.18], [-1.05, -0.06, -2.33], [0.17, -2.21, 0.72], [0.24, -1.19, 0.59], [-0.28, 2.12, 1.19], [-1.82, -0.21, -0.56], [-0.57, -0.09, 1.05], [1.74, 1.68, -0.38], [1.15, -0.64, -0.28], [0.13, 1.16, 0.78]],
  "lowdin_charge": [0.09, 0.12, 0.04, -0.13, 0.08, 0.07, -0.16, 0.11, 0.15, -0.21, 0.10, -0.11, -0.16]
}

No. 4
{
  "formula": "C5H6N2",
  "method": "wB97M-V/def2-TZVPD",
  "smiles": "[H]/N=C1/C=CC(=C)N1",
  "gap_ha": 0.319,
  "relative_energy_kcal_mol": 52.02,
  "e_homo_ev": -8.479,
  "symbols": ["H", "C", "C", "H", "H", "N", "H", "C", "C", "N", "H", "C", "H"],
  "xyz": [[1.78, -0.21, -0.78], [0.00, 1.63, -1.91], [-0.27, 0.72, -0.90], [-0.73, 2.32, -2.14], [-2.18, 1.15, 0.08], [1.05, -1.66, 1.46], [-1.34, -0.63, 2.02], [-0.86, -0.16, 1.18], [0.37, -0.87, 0.71], [0.70, -0.28, -0.50], [1.03, 1.36, -2.35], [-1.32, 0.59, 0.20], [1.76, -1.86, 0.67]],
  "lowdin_charge": [0.21, 0.06, -0.28, 0.02, 0.08, 0.12, 0.11, -0.01, -0.49, 0.04, 0.09, -0.01, 0.07]
}

No. 5
{
  "formula": "C5H6N2",
  "method": "wB97M-V/def2-TZVPD",
  "gap_ha": [0.221, 0.221],
  "relative_energy_kcal_mol": 133.51,
  "e_homo_ev": [-6.920, -6.921],
  "symbols": ["H", "H", "C", "H", "N", "C", "N", "C", "C", "C", "H", "H", "H"],
  "xyz": [[1.62, -0.58, -1.34], [-1.54, -1.04, 0.97], [-0.75, -0.78, -1.14], [-1.13, -0.08, -1.90], [-0.29, 1.82, 0.69], [1.05, 0.82, 0.99], [0.57, -0.42, 0.49], [-1.00, -0.34, 0.33], [0.68, -0.64, -0.79], [-1.30, 1.10, 0.49], [-1.04, -1.80, -1.40], [2.03, 1.06, 0.55], [1.10, 0.87, 2.05]],
  "lowdin_charge": [0.14, 0.12, -0.09, 0.13, 0.02, -0.14, -0.01, -0.24, -0.01, -0.21, 0.11, 0.10, 0.08]
}

No. 6
{
  "formula": "C5H6N2",
  "method": "wB97M-V/def2-TZVPD",
  "smiles": "Cc1cnccn1",
  "gap_ha": 0.374,
  "relative_energy_kcal_mol": 11.24,
  "e_homo_ev": -9.559,
  "symbols": ["H", "H", "H", "C", "C", "H", "H", "C", "C", "H", "C", "N", "N"],
  "xyz": [[-3.15, -0.02, 0.09], [2.58, 0.97, -0.02], [-2.01, 2.13, -0.01], [0.52, 0.06, -0.09], [-0.20, -1.16, -0.15], [2.52, -0.68, -0.68], [0.31, -2.10, -0.13], [-2.07, -0.03, 0.04], [-1.38, 1.19, -0.07], [2.37, -0.41, 1.01], [2.04, 0.03, 0.03], [-1.49, -1.22, 0.03], [-0.04, 1.25, -0.06]],
  "lowdin_charge": [0.09, 0.07, 0.12, -0.32, -0.10, 0.08, 0.11, -0.14, -0.12, 0.09, -0.05, 0.07, 0.11]
}

No. 7
{
  "formula": "C5H6N2",
  "method": "wB97M-V/def2-TZVPD",
  "gap_ha": [0.271, 0.270],
  "relative_energy_kcal_mol": 11.19,
  "total_charge": 2,
  "e_homo_ev": [-19.088, -19.015],
  "symbols": ["C", "N", "N", "C", "H", "H", "H", "H", "C", "C", "C", "H", "H"],
  "xyz": [[1.28, -0.83, -0.46], [-0.45, 1.41, 1.86], [0.10, -0.65, -1.16], [-0.77, 2.04, 2.81], [2.07, -0.08, -0.59], [1.64, -1.84, -0.29], [-0.07, -0.96, -3.15], [-0.53, -1.23, 0.83], [-0.02, -0.43, 0.29], [-0.55, -0.66, -2.22], [-0.06, 0.90, 0.73], [-1.61, -0.38, -2.27], [-1.03, 2.71, 3.62]],
  "lowdin_charge": [0.08, 0.14, -0.03, 0.43, 0.17, 0.17, 0.16, 0.19, -0.11, 0.29, 0.19, 0.15, 0.16]
}

No. 8
{
  "formula": "C5H6N2O",
  "method": "wB97M-V/def2-TZVPD",
  "gap_ha": [0.268, 0.261],
  "relative_energy_kcal_mol": 95.26,
  "e_homo_ev": [-7.878, -7.680],
  "symbols": ["H", "H", "C", "C", "O", "C", "C", "H", "H", "C", "N", "H", "N", "H"],
  "xyz": [[-0.15, -2.11, -0.55], [1.01, 2.32, 1.26], [-0.65, -1.16, -0.34], [1.17, 1.27, 1.47], [-1.91, -1.19, -0.94], [-0.45, -1.05, 1.26], [0.66, 0.31, 0.71], [1.67, 1.04, 2.40], [0.27, 0.16, -2.60], [0.23, 0.02, -0.56], [-0.78, -1.50, 2.29], [0.87, 1.53, -1.77], [0.35, 0.67, -1.74], [-2.29, -0.30, -0.91]],
  "lowdin_charge": [0.16, 0.06, -0.27, 0.05, 0.02, -0.29, -0.16, 0.06, 0.11, -0.29, 0.15, 0.11, 0.16, 0.11]
}

No. 9
{
  "formula": "C5H6N2O",
  "method": "wB97M-V/def2-TZVPD",
  "smiles": "O=C1NC=CC=CN1",
  "gap_ha": 0.309,
  "relative_energy_kcal_mol": 69.14,
  "e_homo_ev": -8.263,
  "symbols": ["H", "C", "H", "H", "N", "C", "O", "N", "C", "H", "H", "C", "C", "H"],
  "xyz": [[-3.01, -1.24, 0.38], [-0.81, -1.54, -0.05], [-0.68, -2.61, 0.15], [1.18, -1.88, -0.04], [0.75, 1.27, 0.61], [-0.70, 1.61, -0.20], [2.42, -0.16, -0.37], [0.55, -1.20, 0.10], [1.23, 0.00, 0.05], [-0.98, 2.71, -0.44], [1.37, 2.03, 0.35], [-1.78, 0.71, -0.21], [-1.89, -0.70, 0.12], [-2.64, 1.31, -0.67]],
  "lowdin_charge": [0.17, -0.09, 0.12, 0.08, 0.10, -0.02, 0.00, 0.09, -0.45, 0.11, 0.09, -0.17, -0.13, 0.11]
}

No. 10
{
  "formula": "C5H6N2O",
  "method": "wB97M-V/def2-TZVPD",
  "gap_ha": 0.329,
  "relative_energy_kcal_mol": 124.92,
  "e_homo_ev": -9.403,
  "symbols": ["H", "H", "H", "O", "N", "C", "H", "H", "C", "C", "C", "N", "C", "H"],
  "xyz": [[-1.11, -0.04, 1.86], [-0.97, -2.03, -0.54], [0.83, -2.45, 0.33], [-0.94, -0.08, -1.06], [1.82, -0.61, 0.00], [-0.96, 0.98, -0.11], [0.50, 2.41, -0.18], [-1.45, 1.92, -0.39], [-0.79, -0.99, -0.09], [-1.49, -0.05, 0.91], [0.69, -1.37, 0.06], [1.69, 0.83, 0.19], [0.50, 1.38, 0.06], [-2.63, -0.36, 1.12]],
  "lowdin_charge": [0.07, 0.16, 0.12, -0.03, 0.02, -0.25, 0.08, 0.15, -0.37, -0.01, -0.07, 0.04, -0.08, 0.17]
}

no.,total energy (eV)
1,-8260.8353
2,-8256.1583
3,-8257.6251
4,-8260.1025
5,-8256.5688
6,-8261.8711
7,-8237.0845
8,-10305.4725
9,-10306.6053
10,-10304.1865